Record 1
Molecular formula: C28H11F6N8O7S2W
Method: DFT, ωB97M-V/def2-TZVPD

The total charge is +1. Its expectation value of S² is 2.14. The HOMO energy (alpha / beta) is -9.77 / -10.65 eV. The spin multiplicity is 3. For the LUMO energy (alpha / beta), the calculation gives -5.7 / -6.0 eV. As for the frontier orbital gap (alpha / beta): 4.05 / 4.65 eV.

Structure (XYZ):
```
63
Properties=species:S:1:pos:R:3:forces:R:3
F -0.958585 -3.312660 -1.954550 -0.03 -1.26 0.27
N -1.689762 1.529913 2.391760 -2.39 1.13 0.22
H -1.963970 -0.620409 4.488274 -0.63 -0.24 0.51
N -6.743023 0.585849 -3.823685 1.93 -2.44 1.39
W 0.082024 0.768943 1.765142 2.95 -1.43 2.26
C 4.381324 -2.026696 -0.310091 -0.07 -1.06 2.33
O 1.976155 -2.190426 -0.390237 0.51 0.83 0.85
F 1.096330 2.098577 4.481918 -0.93 -0.39 -0.74
C -1.024409 4.514268 0.165006 -1.37 0.72 1.54
C 2.054033 2.262974 -0.655745 -0.64 -0.58 0.52
C -2.431226 -0.287343 -1.034643 -0.44 -1.85 -0.32
F -3.286639 -3.585730 -3.329645 0.29 1.19 0.69
O 6.343280 -1.337714 -3.491606 -1.48 2.18 0.67
C -3.316094 3.149137 2.460127 2.01 0.46 -0.50
C -1.735184 -1.507769 -0.780658 0.21 1.84 0.73
N 0.072530 -4.058507 0.854398 0.75 -1.66 0.63
H 6.280378 -2.046045 -1.354720 0.59 -0.67 0.34
C 1.982676 0.849298 -0.104040 -2.13 -2.17 0.05
N -0.153631 2.472207 0.575073 1.54 0.95 0.81
H -3.784072 4.091614 2.408115 -0.59 0.87 -0.34
C -3.851056 -1.314481 -2.659325 -0.91 -0.70 -0.37
C 2.967305 -0.098859 -0.750696 -0.47 3.09 -0.08
C -5.695895 -2.527116 -3.778743 -1.92 -4.92 -0.38
C -3.058775 -2.515422 -2.532962 -0.56 0.24 -0.73
H -0.942674 -2.021685 3.058336 0.15 0.59 -0.09
C -2.375851 -0.583333 3.487335 -0.62 0.99 -0.86
H 3.324158 3.677724 -0.023243 -0.10 -0.06 -0.09
C -0.303382 -3.009600 0.629199 -1.46 1.15 -0.34
H 1.933446 2.136936 -1.742616 0.26 0.48 0.01
C 4.942769 -0.548034 -1.911651 -0.86 0.63 -0.84
C -6.015720 -0.275686 -3.459181 -1.86 3.64 -1.49
C -2.604555 0.910950 3.157120 0.38 0.87 -0.37
C -1.981639 -2.507983 -1.710920 0.65 -0.08 -1.28
O 2.044447 0.809674 1.305922 -0.74 0.50 0.40
C 0.830891 3.029346 -0.158192 -0.71 -0.91 -0.50
H -3.317570 -1.197817 3.302548 1.09 0.87 0.50
F 0.240416 0.052521 4.905842 0.12 1.24 -1.65
H 3.924934 1.273237 -2.139482 -0.26 1.01 -0.55
O 5.520552 0.722154 -3.706397 0.21 -2.20 1.12
C -2.095942 2.828021 1.901223 -1.64 -2.02 2.37
N 4.845828 -3.019626 0.688839 -1.02 -2.68 0.28
C 5.327723 -1.630113 -1.151139 -0.85 0.58 -0.17
C -1.164870 3.367038 0.967805 1.53 1.68 -3.73
S 0.417948 4.549491 -0.773182 -0.79 -0.30 1.00
O 4.142181 -3.152130 1.715210 1.81 0.58 -2.00
C 0.902690 0.857534 3.891027 0.81 -0.25 2.14
C -3.410932 -0.177187 -1.985418 0.83 0.70 0.33
F -3.912958 1.075586 -2.146286 -0.26 -1.30 -0.07
O 3.318718 2.742934 -0.263596 -0.39 0.43 -0.21
C 2.946203 -1.462482 -0.326671 1.73 -2.65 -0.98
S -3.912723 2.046952 3.587079 1.14 -2.19 -0.65
C -5.109760 -1.325402 -3.287210 -0.49 -1.20 -0.73
O 5.801192 -3.749464 0.337734 -1.93 1.86 1.29
H 1.925665 0.448859 3.963859 -0.33 -0.27 -0.88
N -6.220396 -3.587062 -3.994980 2.16 4.63 0.65
N -1.243070 -1.104999 2.697136 2.13 0.62 0.27
N 5.636261 -0.372697 -3.095208 2.92 0.78 -3.90
C -0.887519 -1.742635 0.363164 -0.46 -0.14 -2.09
C -0.841220 -0.816799 1.369277 -1.83 -0.71 0.20
H -1.666980 5.434915 0.169501 0.68 -1.22 0.03
H 0.911760 0.338150 -0.326386 1.14 0.92 -0.55
F -2.339135 0.763768 -0.240319 0.73 1.16 0.98
C 3.865397 0.325344 -1.694547 -0.09 -1.87 2.09
```
Positions in Å, forces in eV/Å.


Record 2
Molecular formula: C4H5NOS2
Method: DFT, ωB97M-V/def2-TZVPD

The total charge is 0. Its SMILES is CN1C(=S)COC1=S. The HOMO energy is -8.97 eV. For the LUMO energy, the calculation gives -0.5 eV. The value obtained for the relative energy (zero: lowest compared OMol25 entry of this formula, charge and spin) is 0.906 eV. As for the frontier orbital gap: 8.42 eV.

Structure (XYZ):
```
13
Properties=species:S:1:pos:R:3:forces:R:3
H 2.426766 -0.164784 0.398384 -0.94 -0.23 -1.56
S -0.606128 0.545608 -2.475758 -1.01 -0.27 1.77
H -2.596777 -1.012011 -0.039329 1.68 1.72 0.09
H 2.013590 1.234989 -0.586586 -0.62 -0.34 0.13
C 1.779934 0.154168 -0.481672 0.07 0.69 -0.04
C -0.772416 0.179140 -0.840477 1.21 0.07 -1.28
S 1.119871 -0.770793 2.410379 0.22 -0.21 0.77
O -1.211288 -0.219787 1.374711 -1.94 -0.94 1.75
H 1.985730 -0.229622 -1.510805 -0.17 -0.34 1.19
H -2.640879 0.766997 0.422103 0.94 -0.65 -1.21
N 0.350098 -0.046391 -0.091066 1.48 -0.01 0.74
C -1.918041 -0.063824 0.150217 -1.53 -0.29 0.09
C 0.069540 -0.373691 1.269899 0.62 0.80 -2.42
```
Positions in Å, forces in eV/Å.


Record 3
Molecular formula: C3H16NO3S
Method: DFT, ωB97M-V/def2-TZVPD

The total charge is +2. Its expectation value of S² is 1.76. The HOMO energy (alpha / beta) is -19.16 / -18.49 eV. The spin multiplicity is 2. For the LUMO energy (alpha / beta), the calculation gives -12.2 / -14.3 eV. The value obtained for the relative energy (zero: lowest compared OMol25 entry of this formula, charge and spin) is 7.936 eV. As for the frontier orbital gap (alpha / beta): 6.95 / 4.20 eV.

Structure (XYZ):
```
24
Properties=species:S:1:pos:R:3:forces:R:3
H -2.769900 -1.638936 1.495551 0.10 -0.27 -0.62
C 0.429259 -1.991343 -1.461979 -0.49 -0.02 1.09
H 0.915411 -2.181879 -2.415892 0.01 0.13 -0.06
H -0.093841 2.667679 1.891628 -0.05 1.70 0.96
H 2.139671 0.516712 0.410459 -0.14 -0.95 1.74
C 1.144242 0.446527 -1.354941 0.30 -2.86 -2.00
H -1.100476 2.179131 -0.371234 -1.71 1.14 -2.03
H 1.401334 0.387023 -2.386359 1.05 0.20 -0.82
H 1.119065 -2.204916 -0.646889 0.35 -0.29 0.00
N 2.315973 0.187847 -0.514277 -0.52 3.20 -1.33
H -1.443396 -1.013535 1.736277 0.96 0.22 0.97
H -0.827432 -0.409972 -2.127682 1.44 0.76 1.24
O -1.550624 2.337794 -1.289821 1.19 -0.97 1.03
H -0.583644 -0.301039 -0.327868 0.30 -0.95 -1.09
H -0.417505 -2.699786 -1.345796 0.43 0.57 -0.23
H -2.166726 3.087118 -1.385154 0.38 -0.07 0.81
S -0.110790 1.565766 1.220180 -0.34 -1.37 -0.24
H 3.157977 0.753434 -0.778328 -0.05 -1.41 -0.51
O -0.222700 -0.679160 3.497142 0.22 2.66 -1.99
O -1.876261 -1.558314 1.074826 -1.03 0.02 0.22
H -0.123598 0.304996 3.103292 -0.21 -3.25 2.45
H 0.904425 1.478060 -1.205189 -0.34 1.23 0.56
H -0.200389 -0.702086 4.475248 -0.10 0.55 -0.48
C -0.040084 -0.531117 -1.293196 -1.75 0.05 0.35
```
Positions in Å, forces in eV/Å.


| no. | total energy (eV) |
| --- | --- |
| 1 | -95244.3485 |
| 2 | -29436.1877 |
| 3 | -21812.1149 |